DFT (ωB97M-V/def2-TZVPD) results for a cluster of 10 separate species, C51H124N8O10 in total.

Structure (XYZ):
```
193
Properties=species:S:1:pos:R:3:forces:R:3:mulliken_charge:R:1
C -1.019455 0.544611 6.455273 0.5 -2.2 1.3 -1.763
C -1.577497 1.641886 5.662445 -1.2 0.6 0.6 1.277
C -2.948963 2.033502 6.317965 -0.3 0.1 -1.2 -1.740
C -0.544144 2.773559 5.700302 0.9 0.2 0.1 -0.667
C -0.826240 3.837505 4.676375 0.7 -0.4 -2.6 -0.925
C -0.776169 3.143636 3.266074 -0.8 1.1 -0.1 -0.032
C -1.795323 2.028898 3.144886 -0.2 -1.1 1.8 1.040
C -3.210811 2.559178 3.056559 -1.0 0.0 1.1 -1.677
C -1.531562 1.337766 1.813369 -0.8 0.2 0.4 0.292
N -1.618524 1.061726 4.313714 0.8 1.9 -1.9 1.090
O -2.614072 0.097122 4.229072 0.1 -1.9 -0.2 -0.500
H -0.796996 0.801730 7.482684 0.4 0.4 0.2 0.425
H -1.709851 -0.297832 6.575924 -0.1 0.1 -0.4 0.342
H -0.141797 0.171066 5.915002 0.1 0.0 0.5 0.181
H -2.836374 2.406993 7.320556 0.4 0.2 0.4 0.459
H -3.492263 2.776029 5.739705 0.2 0.4 0.1 0.348
H -3.671763 1.216419 6.360333 0.4 -0.4 0.0 0.304
H -0.506070 3.321022 6.661187 -0.1 -0.9 0.0 0.429
H 0.460399 2.249474 5.541286 -1.0 1.0 0.1 0.030
H -1.823377 4.201266 4.720153 -1.0 0.4 0.7 0.384
H -0.190044 4.738447 4.714289 0.1 -0.6 0.1 0.469
H 0.195044 2.717441 3.099816 0.6 -0.1 -0.1 -0.553
H -1.067555 3.771943 2.359464 0.8 0.0 1.4 0.183
H -3.204623 3.112357 2.158038 -0.5 0.8 -1.2 0.419
H -3.591835 3.257494 3.858489 0.6 -0.9 -0.8 0.347
H -3.903715 1.702928 2.940788 0.2 0.6 0.2 0.135
H -1.464314 2.177682 1.118001 -0.6 -0.4 -0.6 -0.096
H -2.278865 0.554932 1.590313 0.2 0.6 -0.2 -0.107
H -0.574826 0.897758 1.769320 1.3 -0.7 0.2 -0.567
H -2.119304 -0.768262 4.006976 -1.1 1.4 0.4 0.586
C 4.690322 -1.188849 1.541621 2.3 0.0 0.1 -1.845
C 3.956612 0.024933 2.028975 -2.3 -2.3 0.5 2.188
C 2.478232 -0.227246 1.420976 0.5 0.6 0.6 0.374
C 3.936509 -0.117895 3.547473 -0.4 -0.1 1.1 -1.340
C 3.637006 1.138951 4.385071 0.4 -1.4 0.6 0.059
C 4.429448 2.276270 3.880815 0.8 0.4 -0.4 -1.402
C 4.231140 2.418098 2.368356 0.2 2.4 -0.3 2.108
C 2.804766 2.922757 2.193900 -0.5 -0.3 -0.4 -0.116
C 5.160080 3.560572 1.888900 0.7 -1.8 0.4 -1.927
N 4.654183 1.192038 1.668989 0.0 1.6 -0.5 -0.131
O 4.490163 1.422881 0.239082 0.3 -0.3 0.5 -0.089
H 4.149079 -2.117517 1.629985 -0.2 -0.1 0.3 0.354
H 4.917454 -1.031269 0.509152 0.0 -0.1 -0.9 0.100
H 5.706649 -1.278886 2.021536 -1.0 0.0 -0.2 0.463
H 2.576089 -0.431809 0.350189 -0.1 -0.1 0.2 -0.829
H 1.926243 -1.039945 1.948510 0.9 0.3 -0.5 -0.097
H 1.816063 0.621125 1.529404 -0.1 0.2 -0.2 -0.225
H 3.201984 -0.946337 3.700826 0.7 0.6 0.5 0.243
H 4.914681 -0.420337 3.922853 0.1 -0.4 -0.4 0.482
H 2.616536 1.343271 4.301823 -1.8 0.5 0.2 -0.539
H 3.882192 0.982963 5.450108 -0.3 -0.3 -0.4 0.582
H 5.469391 2.038165 3.999897 0.9 -0.1 0.3 0.350
H 4.266575 3.216079 4.462532 -0.1 -0.6 -0.8 0.422
H 2.149446 2.102050 2.472373 -0.4 0.6 0.3 -0.912
H 2.487588 3.244366 1.183915 0.5 -0.2 0.3 -0.637
H 2.717772 3.782395 2.879474 -0.4 -0.4 -0.3 0.717
H 5.018568 4.421841 2.551753 0.1 0.0 -0.5 0.449
H 4.988181 3.716787 0.818940 0.1 0.5 0.4 0.182
H 6.170591 3.099025 2.028903 -0.4 0.9 -0.2 0.477
H 5.404964 1.383616 -0.077234 -0.3 0.1 0.0 0.320
C 5.372026 -5.029178 -1.999906 -1.0 -1.7 -1.4 -2.094
C 3.963894 -4.637030 -1.541005 -0.3 0.8 0.4 2.257
C 3.557974 -5.628595 -0.436595 -0.1 0.4 0.6 -1.653
C 4.041584 -3.191824 -0.944916 0.6 -0.2 -0.1 -1.559
C 4.282222 -2.063022 -1.984699 -1.0 -1.1 0.7 0.453
C 3.215423 -2.217116 -3.053336 0.1 -0.8 -0.2 -0.851
C 3.062904 -3.626667 -3.710570 0.3 0.0 0.8 1.773
C 1.711913 -3.668928 -4.385292 -0.3 -0.4 0.2 -1.455
C 4.144628 -4.000600 -4.724031 0.4 1.0 -1.2 -1.714
N 2.842699 -4.615156 -2.554400 2.4 -0.3 -1.5 0.519
O 2.877207 -5.905179 -3.263612 -1.1 0.0 1.4 -0.732
H 5.905170 -4.223548 -2.449549 0.4 0.5 -0.5 0.323
H 5.949285 -5.380460 -1.173279 0.3 -0.1 0.8 0.507
H 5.313866 -5.911105 -2.704948 0.1 1.0 0.5 0.402
H 2.563125 -5.435745 0.036620 0.6 -0.1 -0.8 0.003
H 3.589008 -6.667208 -0.826079 0.1 0.6 0.5 0.397
H 4.267621 -5.432339 0.393084 -0.2 -0.7 -0.4 0.458
H 3.105471 -3.025920 -0.454025 -0.7 0.4 0.5 -0.066
H 4.831605 -3.156416 -0.165827 -0.4 -0.3 -0.5 0.771
H 4.080857 -1.063335 -1.521021 0.9 -0.8 -0.3 -0.851
H 5.277972 -2.251725 -2.374995 0.3 0.8 -0.1 0.544
H 3.287581 -1.381201 -3.753708 -0.2 -0.4 -0.4 0.998
H 2.270433 -2.159697 -2.540915 -0.5 0.6 0.3 -0.737
H 1.525462 -4.705183 -4.712667 -0.2 0.6 0.0 0.445
H 1.624753 -2.988857 -5.220587 0.1 0.2 -0.3 0.511
H 1.004480 -3.376763 -3.602316 -0.2 -0.1 -0.5 -0.231
H 3.962851 -4.916515 -5.321271 0.0 0.5 0.6 0.284
H 5.195035 -3.929486 -4.466985 0.1 -0.7 1.0 0.317
H 4.191147 -3.136668 -5.414011 -0.7 -0.4 -0.3 0.474
H 2.026320 -6.302317 -2.958680 0.8 0.4 -0.4 0.169
C 0.417458 -7.612052 -1.442289 -1.6 -0.7 0.3 -0.814
O -0.106868 -6.392197 -1.842889 0.8 1.1 -0.2 -0.310
C -0.786064 -5.710612 -0.768851 0.2 -2.3 -0.7 -1.356
C -0.656715 -4.276035 -1.065940 -2.0 0.8 1.4 1.977
C -1.300040 -3.944862 -2.371295 1.7 0.3 -1.2 -1.963
N 0.660610 -3.746271 -0.890740 0.1 0.0 0.7 1.602
H 0.919389 -8.083786 -2.272807 0.0 -0.2 -0.4 0.299
H -0.507185 -8.200835 -1.169007 1.4 -0.3 0.3 0.320
H 1.141772 -7.474646 -0.642340 -0.1 -0.3 0.4 0.279
H -1.834174 -6.124471 -0.862641 0.7 0.7 0.8 0.379
H -0.284544 -5.955638 0.204026 -0.6 0.0 -0.6 0.428
H -1.315072 -3.809693 -0.305524 0.2 0.2 -0.1 -0.627
H -2.312983 -4.223751 -2.280249 -1.4 0.1 -0.2 0.741
H -0.877752 -4.515409 -3.247202 -0.2 0.7 0.9 0.189
H -1.139544 -2.861611 -2.471048 -0.5 -0.2 -0.5 0.140
H 0.990081 -4.083495 0.019185 0.1 0.3 -0.3 0.098
H 1.239819 -4.186437 -1.590942 0.8 -0.1 -0.2 -1.091
C -5.915516 7.270596 -1.588336 0.6 0.0 0.6 -0.723
O -4.586667 6.905472 -1.961228 -0.8 -0.5 0.1 -0.351
C -4.109190 5.874141 -1.081872 -1.9 1.1 1.5 -0.556
C -2.761212 5.479340 -1.600707 0.0 -0.2 0.5 0.775
C -2.017614 4.433614 -0.742829 -1.0 0.1 -1.9 -0.627
N -1.927967 6.659530 -1.762886 3.4 -2.3 1.2 -0.744
H -6.488268 6.366946 -1.380094 -0.2 -0.1 0.1 0.289
H -6.413635 7.792481 -2.395808 0.2 0.2 -0.2 0.274
H -5.893191 7.900299 -0.667739 -0.1 -0.3 -0.5 0.269
H -4.169914 6.336220 -0.038646 0.8 -0.6 -0.9 0.353
H -4.888640 5.036675 -1.001647 1.2 0.6 -0.5 0.134
H -2.991229 4.996903 -2.540493 0.0 -0.2 -0.7 0.081
H -2.733023 3.755937 -0.279594 0.1 0.0 0.3 -0.192
H -1.379577 4.950467 -0.060511 0.5 0.0 0.6 0.859
H -1.488137 3.861746 -1.517657 0.5 -0.1 0.8 -0.194
H -2.302769 7.334275 -2.336760 -1.1 1.6 -1.6 0.239
H -0.940521 6.386174 -2.099314 -2.3 0.6 0.6 0.091
C -5.204513 2.275625 -2.598587 0.2 1.3 0.3 -0.559
O -5.883747 1.860461 -1.464497 -0.4 -0.1 1.2 -0.485
C -5.079553 1.047422 -0.609059 0.3 3.2 0.6 -0.025
C -5.181254 -0.338805 -0.977356 -1.7 -2.7 0.1 0.675
C -6.549859 -0.812949 -0.424197 -0.5 0.5 -1.5 -1.976
N -4.158153 -1.125707 -0.350343 1.5 -0.1 0.1 0.543
H -5.558244 3.288736 -2.886234 0.0 -0.7 0.0 0.239
H -5.319394 1.567993 -3.390104 0.1 -0.4 -0.9 0.439
H -4.166269 2.375528 -2.296735 0.6 0.1 -0.5 0.052
H -4.068737 1.496929 -0.473750 -0.1 -0.5 -0.6 -0.256
H -5.493727 1.159761 0.371897 -0.4 0.2 0.8 0.219
H -5.295382 -0.459668 -2.058024 0.5 0.0 -0.2 0.232
H -7.270510 -0.209227 -1.015185 0.0 -0.2 0.8 0.459
H -6.699522 -0.697839 0.655499 0.2 0.0 -0.3 0.348
H -6.757887 -1.824394 -0.755742 0.1 -0.4 0.3 0.466
H -3.236187 -0.969191 -0.748963 0.1 0.4 0.0 -0.559
H -4.283572 -2.112210 -0.478827 -0.5 -0.5 -0.1 0.255
C -0.235296 -1.880853 3.093126 0.6 -1.1 -2.5 -0.235
O -1.562749 -2.225483 3.462362 0.0 -0.9 -0.3 -0.570
C -2.296887 -3.012936 2.470209 -0.1 -0.8 1.0 0.504
C -3.844198 -3.135339 2.859875 1.7 -0.7 0.5 -0.054
C -4.549314 -4.231082 2.080817 -0.7 -0.1 -1.5 -1.196
N -4.588104 -1.925434 2.658917 1.6 3.2 1.3 -0.628
H -0.173994 -1.352196 2.116075 -0.6 -0.1 0.4 -0.152
H 0.493116 -2.730154 2.909536 -1.1 0.2 0.6 0.578
H 0.211569 -1.226000 3.788868 0.1 0.7 1.2 0.091
H -2.193113 -2.503543 1.542693 -0.1 0.6 -1.1 -0.515
H -1.801569 -4.022617 2.335261 -0.5 0.8 0.5 0.341
H -3.829702 -3.457314 3.927160 -0.1 0.5 -0.5 0.356
H -5.067617 -3.817046 1.170854 0.8 -0.1 0.6 0.202
H -5.433554 -4.609911 2.616389 0.7 -0.2 0.2 0.330
H -3.865320 -5.015914 1.711570 -0.5 0.0 0.5 0.279
H -4.148133 -1.129087 3.331501 -1.4 -2.2 -2.2 0.407
H -4.380237 -1.607472 1.669693 -0.4 -0.1 1.4 0.156
C 4.408340 1.514320 -3.364740 0.7 1.9 -0.4 -0.615
O 4.272323 2.920193 -3.074382 -0.8 -0.9 0.8 -0.450
C 3.083994 3.203137 -2.311141 0.5 -0.5 -0.3 0.193
C 2.818747 4.643222 -2.387756 -1.5 1.7 -0.6 0.612
C 1.583802 4.895244 -1.557712 -0.8 1.1 1.5 -1.008
N 2.525164 5.088350 -3.757186 -0.7 -0.5 0.3 -0.722
H 5.181289 1.469337 -4.124541 0.5 -0.2 0.2 0.445
H 3.539183 1.204685 -3.874834 -1.4 -0.7 -0.3 0.375
H 4.623316 0.913642 -2.493725 0.1 -0.2 0.3 0.042
H 2.154452 2.801585 -2.725399 0.3 -0.8 -0.5 0.029
H 3.116560 2.890927 -1.250753 0.5 -0.1 -0.4 -0.327
H 3.575403 5.225670 -1.912852 1.1 0.4 0.2 0.361
H 1.121417 5.913376 -1.716885 0.7 -0.9 0.0 0.374
H 1.936052 4.899674 -0.495568 -0.7 -0.1 -0.6 0.119
H 0.763995 4.163091 -1.672946 0.5 0.2 -0.1 0.120
H 2.028135 5.963411 -3.779330 -0.2 0.1 0.3 0.217
H 3.322931 5.247789 -4.313035 1.2 -0.2 -0.6 0.234
C -1.815360 -1.073675 -5.393757 0.2 1.4 0.8 -0.952
C -3.254843 -1.390210 -5.196136 -0.9 -1.4 0.1 -0.165
O -3.877619 -0.837743 -4.038408 -0.1 -0.4 0.3 -0.391
H -1.642373 -0.047243 -5.078414 0.1 0.3 0.2 0.313
H -1.589282 -1.047433 -6.417103 0.3 -0.2 -1.6 0.505
H -1.070576 -1.670769 -4.912977 0.1 -0.7 0.6 -0.032
H -3.362034 -2.513465 -5.124489 -0.2 1.1 -0.1 0.243
H -3.836541 -1.030364 -6.056434 0.2 -0.2 0.1 0.304
H -3.371361 -0.126853 -3.638850 0.3 0.0 -0.2 0.147
C -0.212067 1.166895 -1.567468 -1.3 -0.8 0.1 -1.174
C 0.421236 -0.186993 -1.677297 1.7 -0.1 0.0 0.290
O -0.059688 -1.004857 -0.667890 -0.9 0.1 1.4 1.527
H 0.223425 1.671084 -0.751676 0.7 0.7 1.1 0.087
H -1.263466 1.020566 -1.238828 0.3 0.3 -0.7 -0.349
H -0.077643 1.804596 -2.425443 -0.3 0.0 -0.5 0.909
H 1.519665 -0.059482 -1.558193 -0.2 0.0 -0.2 -0.461
H 0.295940 -0.726711 -2.599044 -0.3 0.2 -1.1 0.315
H 0.435847 -1.832679 -0.620767 0.1 -0.5 -0.3 -0.898
```
Forces are in eV/Å.

The calculation puts the strongest force on any atom at 0.083 hartree/bohr. As for the LUMO energy: 0.41 eV. The SMILES is CC1(C)CCCC(C)(C)N1O.CC1(C)CCCC(C)(C)N1O.CC1(C)CCCC(C)(C)N1O.COC[C@H](C)N.COC[C@H](C)N.COC[C@H](C)N.COC[C@H](C)N.COC[C@H](C)N.CCO.CCO.